{
  "formula": "C28H45N5O2SSiTl",
  "method": "the ωB97M-V functional and the def2-TZVPD basis",
  "e_homo_ev": -10.279,
  "total_charge": 1,
  "orbital_gap_ev": 7.11,
  "total_energy_ha": -2378.19882,
  "species": ["Tl", "O", "C", "C", "C", "C", "C", "C", "C", "O", "N", "N", "C", "C", "C", "C", "C", "C", "N", "H", "H", "H", "H", "H", "H", "H", "H", "H", "H", "C", "C", "N", "C", "C", "S", "C", "C", "N", "H", "H", "H", "H", "H", "H", "H", "H", "H", "H", "H", "H", "H", "H", "C", "Si", "C", "C", "C", "C", "C", "C", "C", "C", "H", "H", "H", "H", "H", "H", "H", "H", "H", "H", "H", "H", "H", "H", "H", "H", "H", "H", "H", "H", "H"],
  "xyz": [[0.03097, -0.60599, -0.25541], [0.26529, 4.17564, 0.44782], [1.52080, 4.24375, 0.93749], [2.13304, 5.49721, 0.96362], [3.41651, 5.62854, 1.44823], [4.12261, 4.51846, 1.91773], [3.51985, 3.28103, 1.89229], [2.21529, 3.11656, 1.40276], [1.58897, 1.77759, 1.35217], [0.41920, 1.65836, 0.84552], [2.31410, 0.75412, 1.79637], [1.68566, -0.43119, 1.56071], [2.05619, -1.42128, 2.27642], [1.40567, -2.73690, 2.13259], [1.81737, -3.81656, 2.90395], [1.13877, -5.01890, 2.78802], [0.06953, -5.10808, 1.91084], [-0.26662, -3.98465, 1.17172], [0.38403, -2.82752, 1.27178], [0.00365, 3.23264, 0.50301], [1.57316, 6.34905, 0.59993], [3.87926, 6.60749, 1.46450], [5.12731, 4.63030, 2.30264], [4.03963, 2.40675, 2.25900], [2.81486, -1.28218, 3.04290], [2.64928, -3.70502, 3.58721], [1.43856, -5.87347, 3.38027], [-0.49548, -6.02320, 1.80011], [-1.09633, -4.01128, 0.47242], [3.27462, -0.08064, -1.27794], [3.18563, -1.55224, -1.67233], [1.96254, -2.17777, -1.16634], [1.44052, -3.23518, -2.02919], [1.01376, -2.72983, -3.41563], [0.15274, -1.13861, -3.46767], [1.44405, 0.08252, -3.84903], [1.69668, 1.13447, -2.76783], [1.99536, 0.61345, -1.43039], [4.06434, 0.40043, -1.86611], [3.55526, 0.00409, -0.22862], [4.07830, -2.07341, -1.31644], [3.19104, -1.65288, -2.75381], [2.11654, -2.55061, -0.23806], [0.58860, -3.68875, -1.51952], [2.17919, -4.03009, -2.18945], [0.31427, -3.44848, -3.84179], [1.85411, -2.68214, -4.10823], [1.11564, 0.60669, -4.74584], [2.35291, -0.45029, -4.12120], [0.81706, 1.77499, -2.67410], [2.51757, 1.76742, -3.12715], [1.99510, 1.40276, -0.79726], [-3.16686, -1.86658, -0.65578], [-2.54542, -0.20201, -0.07672], [-2.86457, 0.01926, 1.77326], [-4.33818, -0.39462, 1.98923], [-1.98571, -0.94009, 2.58234], [-2.66899, 1.44304, 2.30157], [-3.02721, 1.18336, -1.25673], [-2.20132, 2.45758, -1.05822], [-2.88512, 0.73034, -2.71016], [-4.51493, 1.48655, -0.98700], [-4.20069, -1.79077, -1.00691], [-3.14798, -2.59549, 0.15644], [-2.57052, -2.24439, -1.48779], [-4.54710, -1.41124, 1.64519], [-5.04192, 0.27963, 1.50272], [-4.55277, -0.36596, 3.06230], [-2.12380, -1.98629, 2.29606], [-2.25461, -0.85235, 3.63989], [-0.92412, -0.69787, 2.49954], [-3.37171, 2.14545, 1.84781], [-1.65661, 1.81141, 2.14170], [-2.86580, 1.44405, 3.37849], [-1.13059, 2.26860, -1.17309], [-2.35362, 2.91699, -0.08134], [-2.48988, 3.19340, -1.81502], [-1.84310, 0.56263, -2.97617], [-3.27340, 1.51720, -3.36481], [-3.44119, -0.18486, -2.93053], [-4.69187, 1.85178, 0.02514], [-5.15830, 0.61938, -1.16021], [-4.83907, 2.27467, -1.67390]],
  "forces_ev_per_angstrom": [[0.6, 0.4, 0.0], [0.1, 0.2, 0.0], [-0.2, 0.1, -0.1], [0.0, 0.0, 0.0], [0.0, 0.0, 0.0], [0.0, 0.0, 0.0], [0.0, 0.0, 0.0], [0.1, -0.1, 0.1], [0.1, 0.1, 0.1], [0.0, -0.1, 0.0], [-0.2, -0.1, -0.2], [0.1, 0.0, 0.2], [-0.1, -0.2, 0.0], [0.0, 0.2, 0.1], [0.0, -0.1, 0.0], [0.0, 0.0, 0.0], [0.0, 0.0, 0.0], [0.1, 0.0, 0.0], [-0.1, -0.2, -0.1], [0.0, -0.1, 0.0], [0.0, 0.0, 0.0], [0.0, 0.0, 0.0], [0.0, 0.0, 0.0], [0.0, 0.0, 0.0], [0.0, 0.0, 0.0], [0.0, 0.0, 0.0], [0.0, 0.0, 0.0], [0.0, 0.0, 0.0], [0.0, 0.0, 0.0], [0.0, 0.0, 0.0], [0.0, 0.0, 0.0], [-0.2, 0.0, 0.2], [0.0, 0.0, -0.1], [0.1, 0.0, 0.1], [-0.2, -0.1, 0.0], [0.0, 0.0, 0.1], [0.0, -0.1, -0.1], [-0.2, 0.0, 0.0], [0.0, 0.0, 0.0], [0.0, 0.0, 0.0], [0.0, 0.0, 0.0], [0.0, 0.0, 0.0], [0.1, -0.1, -0.1], [0.0, 0.1, 0.0], [0.0, 0.0, 0.0], [0.0, 0.0, 0.0], [0.0, 0.0, 0.0], [0.0, 0.0, 0.0], [0.0, 0.0, 0.0], [0.0, 0.0, 0.0], [0.0, 0.0, 0.0], [0.0, 0.1, 0.0], [-0.2, 0.0, -0.1], [0.1, -0.2, 0.0], [-0.2, -0.1, 0.0], [0.0, -0.1, 0.1], [0.0, 0.0, 0.1], [-0.1, 0.0, 0.0], [-0.1, 0.1, 0.1], [0.0, 0.0, 0.0], [-0.1, 0.0, -0.1], [0.0, 0.1, 0.0], [0.0, 0.0, 0.1], [0.0, 0.0, 0.0], [0.0, 0.0, 0.0], [0.0, 0.1, 0.0], [0.0, 0.0, 0.0], [0.0, 0.0, 0.0], [0.0, 0.0, 0.0], [0.0, 0.0, 0.0], [0.0, 0.0, 0.0], [0.0, 0.0, 0.0], [0.0, 0.0, 0.0], [0.0, 0.0, 0.0], [0.0, 0.0, 0.0], [0.0, 0.0, 0.0], [0.0, 0.0, 0.0], [0.0, 0.0, 0.0], [0.0, 0.0, 0.0], [0.0, 0.0, 0.0], [0.0, 0.0, 0.0], [0.0, 0.0, 0.0], [0.0, 0.0, 0.0]]
}



{
  "formula": "C28H46BeBr2Cl2N2O12P2S",
  "method": "the ωB97M-V functional and the def2-TZVPD basis",
  "e_homo_ev": -4.776,
  "total_charge": 0,
  "orbital_gap_ev": 1.88,
  "total_energy_ha": -9270.41876,
  "species": ["C", "C", "C", "C", "N", "C", "N", "C", "C", "P", "O", "O", "O", "C", "P", "O", "O", "O", "C", "O", "C", "C", "H", "H", "H", "H", "H", "H", "H", "H", "H", "H", "H", "H", "H", "H", "H", "H", "H", "H", "H", "H", "H", "Cl", "Cl", "Be", "C", "C", "O", "C", "O", "O", "H", "H", "H", "H", "Br", "C", "C", "C", "C", "C", "C", "H", "H", "H", "H", "H", "H", "C", "C", "C", "C", "C", "C", "H", "H", "H", "H", "H", "H", "C", "S", "O", "C", "H", "H", "H", "H", "H", "H", "O", "H", "H", "H", "Br"],
  "xyz": [[-2.44886, 1.51362, 2.48667], [-2.26799, 1.07545, 1.24639], [-2.05851, 0.38384, -0.21385], [-1.65703, -1.15410, 0.08708], [-2.37160, -2.29286, 0.11844], [-3.84303, -2.30831, -0.20174], [-4.67295, -2.52517, 1.02886], [-1.42656, -3.39277, 0.50896], [-1.19803, -4.64932, -0.48130], [-2.47481, -6.03946, -0.24808], [-2.11358, -6.94131, 0.97049], [-2.47415, -6.94216, -1.71707], [-4.07760, -5.47477, 0.00705], [0.00477, -2.80507, 1.03932], [0.24299, -2.59269, 2.91912], [-0.71578, -1.55572, 3.55510], [0.07039, -4.08812, 3.77983], [1.91310, -2.15184, 3.13604], [-0.05406, -1.30433, 0.41309], [0.49082, -1.17881, -0.94413], [1.96676, -1.06633, -0.88897], [2.52311, -2.36888, -1.71782], [-2.66855, 1.45323, 3.63537], [-2.98717, 0.52445, -0.90943], [-1.15281, 0.85261, -0.77197], [-4.21812, -1.31489, -0.68549], [-3.99786, -3.13165, -1.03838], [-4.36842, -3.38699, 1.50944], [-5.65379, -2.58410, 0.70800], [-1.86884, -3.80981, 1.49237], [-1.14622, -4.28390, -1.57123], [-0.16062, -5.11705, -0.22379], [-2.28580, -6.32094, -2.46931], [-4.46996, -5.22384, -0.87820], [0.96669, -3.35531, 0.70491], [0.93575, -4.57185, 3.65185], [2.13549, -1.42463, 2.49024], [0.20807, -0.45770, 1.15339], [2.37971, -1.01540, 0.18513], [2.21199, -0.10670, -1.50938], [3.63888, -2.29862, -1.97187], [2.26527, -3.32236, -1.09427], [1.84783, -2.42389, -2.66659], [3.47129, -3.77771, -3.79871], [-3.02249, -2.47893, -2.43841], [-3.63817, -0.07060, -2.34618], [-0.19222, 4.97511, -2.68518], [0.56250, 4.11598, -1.71934], [-0.15126, 2.88746, -1.75572], [-0.79806, 2.83634, -2.94858], [-1.36171, 1.85846, -3.37717], [-0.72957, 4.03018, -3.60188], [0.45212, 5.69154, -3.19794], [-1.01660, 5.51504, -2.21036], [1.59381, 3.93509, -2.03673], [0.56995, 4.53164, -0.71001], [4.37415, -5.83590, -4.04761], [9.01568, -2.10828, -3.35363], [7.80590, -2.79019, -3.28477], [6.84531, -2.61455, -4.28512], [7.10759, -1.76022, -5.35573], [8.32265, -1.08142, -5.42482], [9.27450, -1.25108, -4.42359], [9.75981, -2.24325, -2.57454], [7.60700, -3.45894, -2.45390], [5.90148, -3.13557, -4.22938], [6.36446, -1.62470, -6.13565], [8.52666, -0.41799, -6.26049], [10.21837, -0.71734, -4.47555], [-2.64367, 7.26657, 3.32232], [-3.49321, 6.23342, 3.70921], [-3.65815, 5.12187, 2.88752], [-2.96543, 5.03875, 1.68253], [-2.11297, 6.07016, 1.29741], [-1.95506, 7.18615, 2.11472], [-2.51800, 8.13465, 3.96177], [-4.02800, 6.29500, 4.65193], [-4.32545, 4.31991, 3.18635], [-3.09013, 4.16978, 1.04418], [-1.57127, 6.00435, 0.35797], [-1.29472, 7.99246, 1.81165], [-1.22496, 1.54383, 6.69970], [-2.81180, 2.08596, 7.37299], [-3.56925, 2.74257, 6.26196], [-2.13512, 3.39564, 8.41724], [-1.40960, 0.74277, 5.98158], [-0.72935, 2.37563, 6.19481], [-0.59578, 1.16584, 7.50766], [-1.58349, 4.11312, 7.80635], [-1.47649, 2.95794, 9.16957], [-2.96317, 3.90477, 8.91444], [-1.53003, 2.73761, -6.38986], [-2.48470, 2.88470, -6.58697], [-1.20410, 1.89852, -6.79261], [-1.35517, 2.76165, -5.41551], [6.89702, -4.97535, -4.66220]],
  "forces_ev_per_angstrom": [[0.8, -3.9, -6.1], [-0.8, 1.4, 5.5], [0.8, -0.1, 2.3], [0.2, 0.2, 0.7], [3.4, 4.3, 0.2], [-3.0, -1.7, 1.2], [1.1, 0.3, -0.3], [0.2, -3.1, 2.8], [0.2, 0.8, -0.6], [-0.1, -3.6, 2.4], [-1.0, 3.1, -3.9], [0.1, 2.9, 1.7], [2.5, -0.3, -2.3], [0.3, 1.4, -0.9], [-1.5, 1.6, 3.5], [2.7, -2.9, -2.3], [2.3, 2.5, -2.6], [-2.7, -0.5, -1.6], [-2.3, -0.4, -1.1], [0.7, 0.1, 3.2], [0.7, -0.6, -1.9], [-1.5, 1.0, 1.1], [0.5, 0.6, -2.8], [1.1, 0.1, 1.5], [-1.5, -0.9, 1.1], [1.0, -1.6, 1.2], [0.0, 1.7, 3.0], [-0.7, 0.5, -0.5], [0.9, -0.2, 0.4], [0.3, 0.3, -1.6], [-0.2, -0.5, 1.6], [-2.1, 0.6, -0.4], [-0.2, -0.8, 0.7], [0.4, -0.3, 1.3], [-1.9, 0.7, 0.1], [-1.2, 0.3, 0.3], [-0.3, -1.0, 1.0], [-0.1, -1.2, -1.3], [-0.7, 0.1, -1.6], [-0.2, -1.6, 1.4], [-1.9, 0.0, 0.6], [0.8, 1.6, -1.2], [1.4, 0.2, 1.8], [-0.1, -1.2, -0.8], [1.8, 0.9, -5.1], [-0.7, -1.0, -1.7], [0.1, 1.3, 0.1], [0.8, 0.4, 0.6], [-0.8, -0.3, -1.1], [0.0, -0.8, 0.7], [0.7, 1.2, -0.5], [-0.2, -1.1, -0.1], [-0.2, -0.2, -0.1], [0.0, -0.1, -0.1], [-0.1, 0.0, 0.0], [-0.1, -0.2, -0.1], [-2.0, -0.3, 0.4], [-0.4, -0.1, 0.0], [0.5, 1.1, 0.6], [-0.3, 1.7, 0.1], [0.1, 0.3, 0.3], [0.1, -0.1, 0.1], [0.0, 0.1, -0.2], [-0.1, 0.0, -0.1], [0.0, 0.1, -0.2], [0.0, 1.2, 0.3], [0.0, -0.1, 0.1], [0.0, -0.1, 0.1], [-0.1, -0.1, 0.0], [0.0, -0.1, -0.1], [0.0, 0.0, -0.1], [0.1, 0.0, 0.0], [0.0, 0.1, 0.0], [-0.1, 0.0, 0.2], [0.0, -0.1, 0.0], [0.0, -0.1, -0.1], [0.1, 0.0, -0.1], [0.1, 0.1, 0.0], [0.0, 0.1, 0.1], [0.0, 0.0, 0.0], [-0.1, -0.1, 0.0], [0.0, 0.0, -0.1], [0.0, 0.1, -0.2], [0.4, -0.1, 0.2], [0.0, 0.1, 0.0], [-0.1, 0.0, 0.1], [-0.1, 0.0, 0.0], [-0.1, 0.0, 0.0], [-0.1, -0.1, 0.0], [-0.1, 0.0, 0.0], [0.0, -0.1, -0.1], [-0.1, -0.1, -0.4], [0.3, -0.2, 0.2], [-0.2, 0.2, 0.3], [-0.1, -0.3, 0.6], [2.6, -3.5, -1.6]]
}